Entry 1:
Entry from OMol25: the ion C7H16N4O with charge +2 (wB97M-V/def2-TZVPD).

Last columns: bonded neighbours and bond lengths (Å).
Element x y z (Å)
1 C 2.2586 -2.4616 0.6292  N2 1.416, H13 1.151, H14 1.170, H15 1.121
2 N 1.1358 -1.7194 0.1895  C1 1.416, C3 1.242
3 C 0.1837 -2.3029 -0.3540  N2 1.242, N4 1.458, H16 1.073
4 N -0.9164 -1.4300 -0.7445  C3 1.458, C5 1.474, C6 1.317
5 C -2.0503 -2.1521 -1.3493  N4 1.474, H17 1.126, H18 1.106, H19 1.053
6 C -0.9991 -0.1392 -0.4957  N4 1.317, N7 1.378, O9 1.367
7 N -2.2342 0.4595 -0.6174  C6 1.378, C8 1.507, H20 0.997
8 C -2.2808 1.9496 -0.4007  N7 1.507, H21 1.087, H22 1.077, H23 1.154
9 O 0.1259 0.6108 -0.2915  C6 1.367, C10 1.304
10 C 0.5333 1.3294 0.7178  O9 1.304, N11 1.272, H24 1.053
11 N 1.6268 1.9330 0.4754  C10 1.272, C12 1.467, H25 1.077
12 C 2.2900 2.8771 1.3809  N11 1.467, H26 1.134, H27 1.085, H28 1.091
13 H 2.0131 -3.1765 1.4976  C1 1.151
14 H 3.1696 -1.7663 0.8663  C1 1.170
15 H 2.6809 -3.1030 -0.1877  C1 1.121
16 H 0.1856 -3.2792 -0.7996  C3 1.073
17 H -2.6197 -1.4164 -1.9836  C5 1.126
18 H -2.8443 -2.5476 -0.6885  C5 1.106
19 H -1.7018 -2.9711 -1.9118  C5 1.053
20 H -3.0244 -0.1381 -0.7247  N7 0.997
21 H -2.2770 2.5820 -1.2851  C8 1.087
22 H -3.3081 2.0572 -0.0957  C8 1.077
23 H -1.5310 2.3884 0.3596  C8 1.154
24 H 0.0167 1.4106 1.6319  C10 1.053
25 H 2.0403 1.8426 -0.5146  N11 1.077
26 H 2.8063 2.1842 2.1147  C12 1.134
27 H 3.0435 3.3254 0.7412  C12 1.085
28 H 1.6770 3.6534 1.8402  C12 1.091

The value obtained for the HOMO energy is -17.034 eV. The spin multiplicity is 1. The value obtained for the max |F| is 0.10941 Eh/bohr. The charge is +2. For the energy above the lowest of the compared OMol25 structures with the same formula, charge and spin, the calculation gives 79.1 kJ/mol. The value obtained for the molar mass is 172.2 g mol⁻¹.

Entry 2:
Entry from OMol25: a cluster of 2 separate species, C7H16N4O2S in total (wB97M-V/def2-TZVPD).

Last columns: bonded neighbours and bond lengths (Å).
Element x y z (Å)
1 C 8.3948 -2.1243 0.5538  N8 1.371, N10 1.340, N11 1.334
2 C 8.2220 0.3481 -1.0024  N9 1.163, S14 1.904
3 C -6.5435 1.8688 -0.3459  C7 1.464, H15 1.034, H16 1.096, H17 1.161
4 C -6.6366 -0.0321 -2.0721  C7 1.480, H18 1.252, H19 1.044, H20 1.059
5 C -7.7756 -0.2281 0.2064  C6 1.470, C7 1.455, H21 1.150, H22 1.142
6 C -7.8447 0.3744 1.5453  C5 1.470, H23 1.185, H24 1.089, H25 1.082
7 C -6.9886 0.5344 -0.7512  C3 1.464, C4 1.480, C5 1.455
8 N 8.5861 -1.9480 -0.7924  C1 1.371, N9 1.225
9 N 8.5355 -0.7664 -1.1111  C2 1.163, N8 1.225
10 N 8.1268 -1.1405 1.4231  C1 1.340, H26 1.015, H30 0.988
11 N 8.4260 -3.3892 0.9769  C1 1.334, H27 1.050, H28 0.983
12 O 7.1670 2.6235 -0.8546  S14 1.547, H29 0.976
13 O 8.3339 1.5449 1.0090  S14 1.423
14 S 8.5069 2.0921 -0.2930  C2 1.904, O12 1.547, O13 1.423
15 H -6.8968 1.9511 0.6224  C3 1.034
16 H -6.9283 2.6086 -1.0573  C3 1.096
17 H -5.4058 1.9921 -0.5395  C3 1.161
18 H -6.3327 0.8813 -2.8721  C4 1.252
19 H -7.5205 -0.5026 -2.3691  C4 1.044
20 H -5.7337 -0.5836 -2.0343  C4 1.059
21 H -7.5856 -1.3577 0.1075  C5 1.150
22 H -8.7489 0.0257 -0.3340  C5 1.142
23 H -6.7371 0.4553 1.9576  C6 1.185
24 H -8.3921 1.3138 1.6037  C6 1.089
25 H -8.3231 -0.2759 2.2656  C6 1.082
26 H 8.1803 -1.4515 2.3880  N10 1.015
27 H 8.5510 -4.1252 0.2382  N11 1.050
28 H 8.3237 -3.5384 1.9433  N11 0.983
29 H 6.8827 3.0116 -1.7035  O12 0.976
30 H 8.1570 -0.1622 1.2916  N10 0.988

The value obtained for the HOMO energy is -14.678 eV. The spin multiplicity is 1. The value obtained for the max |F| is 0.09898 Eh/bohr. The charge is +2. For the energy above the lowest of the compared OMol25 structures with the same formula, charge and spin, the calculation gives 123.0 kJ/mol. The value obtained for the molar mass is 220.3 g mol⁻¹.